1.
C45H48N2O3P | the ωB97M-V functional and the def2-TZVPD basis

```
! wB97M-V def2-TZVPD RIJCOSX def2/J DEFGRID3
* xyz 1 1
C -3.56 5.45 3.68
N -2.93 4.69 2.63
C -2.72 5.23 1.40
O -3.08 6.35 1.04
C -1.98 4.19 0.56
C -0.64 4.70 0.03
C -0.82 5.80 -1.00
C -0.17 7.03 -0.83
C -0.42 8.08 -1.72
C -1.29 7.88 -2.80
C -1.91 6.63 -2.99
C -1.65 5.59 -2.10
N -1.83 3.07 1.49
C -1.19 1.95 1.09
C -0.92 0.89 1.94
C -0.28 -0.32 1.66
C -0.21 -1.34 2.67
C 0.49 -2.56 2.45
C 0.51 -3.57 3.40
C -0.12 -3.42 4.64
C -0.08 -4.53 5.64
C -0.79 -2.22 4.90
C -0.83 -1.20 3.95
C -2.34 3.37 2.85
C -1.21 3.48 3.88
C -3.44 2.40 3.32
H -3.85 6.43 3.29
H -4.46 4.95 4.06
H -2.88 5.60 4.53
H -2.64 3.90 -0.28
H -0.05 5.08 0.88
H -0.09 3.86 -0.42
H 0.50 7.16 0.02
H 0.06 9.05 -1.56
H -1.49 8.69 -3.50
H -2.60 6.47 -3.82
H -2.11 4.60 -2.23
H -0.90 1.90 0.03
H -1.25 1.02 2.96
H 0.15 -0.51 0.68
H 1.01 -2.69 1.50
H 1.04 -4.50 3.19
H -0.49 -4.23 6.60
H -0.65 -5.40 5.29
H 0.95 -4.88 5.81
H -1.28 -2.09 5.86
H -1.37 -0.29 4.23
H -0.52 4.29 3.60
H -1.63 3.71 4.87
H -0.64 2.55 3.96
H -4.34 2.55 2.72
H -3.13 1.35 3.23
H -3.67 2.61 4.38
C 2.51 3.07 -2.91
C 1.93 1.70 -3.20
O 1.86 0.96 -1.96
C 1.43 -0.31 -2.21
C 1.45 -1.25 -1.09
P 1.41 -2.89 -1.69
C -0.25 -3.29 -2.30
C -0.46 -3.80 -3.59
C -1.75 -4.08 -4.03
C -2.85 -3.78 -3.22
C -2.65 -3.21 -1.96
C -1.35 -2.96 -1.50
C 2.50 -3.56 -2.99
C 2.51 -4.95 -3.20
C 3.29 -5.53 -4.21
C 4.09 -4.71 -5.01
C 4.11 -3.33 -4.80
C 3.32 -2.75 -3.80
C 1.86 -4.03 -0.36
C 1.01 -5.06 0.07
C 1.47 -5.97 1.03
C 2.76 -5.86 1.55
C 3.60 -4.83 1.12
C 3.16 -3.92 0.17
O 1.07 -0.62 -3.36
H 2.60 3.61 -3.86
H 1.86 3.65 -2.25
H 3.50 2.99 -2.47
H 0.93 1.78 -3.63
H 2.58 1.18 -3.92
H 2.04 -0.98 -0.22
H 0.38 -3.99 -4.25
H -1.90 -4.52 -5.02
H -3.86 -3.99 -3.57
H -3.50 -2.95 -1.33
H -1.19 -2.50 -0.52
H 1.89 -5.60 -2.58
H 3.27 -6.61 -4.36
H 4.69 -5.15 -5.81
H 4.73 -2.69 -5.42
H 3.33 -1.68 -3.65
H 0.00 -5.15 -0.35
H 0.80 -6.77 1.36
H 3.11 -6.58 2.30
H 4.61 -4.74 1.53
H 3.83 -3.13 -0.19
*
```

Properties
E = -65849.7694 eV

***

2.
C45H49GeILaN6OSe2 | the ωB97M-V functional and the def2-TZVPD basis

```
! wB97M-V def2-TZVPD RIJCOSX def2/J DEFGRID3
* xyz -1 1
La 14.29 16.72 8.12
C 9.07 17.85 11.54
C 10.45 18.23 11.03
C 10.58 18.90 9.80
C 11.82 19.15 9.31
C 13.01 18.86 9.98
N 14.24 18.94 9.35
C 15.25 19.58 10.05
C 14.98 20.40 11.17
C 15.98 20.85 12.00
C 17.32 20.52 11.88
C 18.36 21.01 12.88
C 17.64 19.74 10.74
C 16.64 19.35 9.84
N 17.12 18.62 8.73
C 18.29 18.90 8.04
C 18.78 17.72 7.50
C 17.88 16.78 7.97
N 16.88 17.33 8.67
C 12.85 18.03 11.09
C 11.58 17.67 11.56
N 14.00 17.36 11.67
C 14.37 17.34 13.00
C 15.61 16.69 13.07
C 15.86 16.37 11.74
N 14.92 16.75 10.89
H 8.70 16.97 11.11
H 8.42 18.66 11.21
H 9.01 17.89 12.59
H 9.67 19.20 9.27
H 12.02 19.56 8.30
H 13.98 20.63 11.33
H 15.68 21.49 12.79
H 19.29 21.14 12.35
H 18.49 20.23 13.65
H 18.03 21.96 13.29
H 18.67 19.44 10.56
H 18.68 19.87 7.98
H 19.60 17.47 6.88
H 17.84 15.74 7.71
H 11.52 17.04 12.43
H 13.86 17.92 13.74
H 16.35 16.57 13.86
H 16.65 15.74 11.37
C 15.88 12.62 11.32
Se 17.16 12.16 9.92
C 16.03 11.44 8.60
C 15.11 12.47 8.00
Se 15.92 13.94 7.06
C 14.83 14.00 5.46
H 15.23 11.74 11.48
H 15.31 13.49 10.94
H 16.47 12.89 12.13
H 15.40 10.67 9.01
H 16.72 11.02 7.86
H 14.54 12.88 8.81
H 14.36 11.94 7.38
H 14.98 13.11 4.88
H 15.05 14.87 4.85
H 13.74 14.02 5.70
I 15.45 17.51 5.04
C 12.90 14.99 8.94
Ge 11.57 14.28 10.02
C 9.68 14.71 9.46
C 8.70 13.84 9.99
C 7.37 14.02 9.65
C 6.99 15.06 8.78
C 7.91 15.97 8.36
C 9.28 15.78 8.67
C 11.64 12.30 9.68
C 12.40 11.61 10.57
C 12.49 10.20 10.48
C 11.88 9.56 9.38
C 11.04 10.29 8.54
C 10.99 11.69 8.60
C 11.57 14.38 11.99
C 12.76 14.41 12.62
C 12.94 14.06 13.99
C 11.80 13.85 14.75
C 10.55 13.99 14.15
C 10.42 14.18 12.79
H 13.14 14.10 8.30
H 8.96 12.99 10.65
H 6.56 13.42 10.00
H 5.92 15.06 8.50
H 7.66 16.84 7.66
H 9.98 16.51 8.30
H 12.93 12.13 11.35
H 13.05 9.61 11.14
H 12.12 8.53 9.10
H 10.63 9.81 7.65
H 10.35 12.25 7.97
H 13.70 14.64 12.09
H 13.91 14.06 14.44
H 11.95 13.61 15.80
H 9.66 13.89 14.76
H 9.46 14.27 12.40
C 11.29 15.81 5.60
C 11.73 17.30 5.55
N 11.59 17.91 4.32
O 12.21 17.86 6.53
H 11.76 15.38 6.42
H 11.52 15.23 4.72
H 10.24 15.78 5.83
H 11.52 17.25 3.52
H 12.30 18.62 4.18
*
```

Properties
Relative energy (zero: lowest compared OMol25 entry of this formula, charge and spin) = 176.7 kJ/mol

***

3.
C45H50F3N6O5RbS | the ωB97M-V functional and the def2-TZVPD basis

```
! wB97M-V def2-TZVPD RIJCOSX def2/J DEFGRID3
* xyz -2 1
Rb -0.49 -1.52 -0.10
C 3.72 -2.50 0.62
C 3.22 -1.04 0.59
N 3.67 -0.19 1.68
C 3.63 -0.69 3.04
C 2.25 -0.84 3.68
N 1.31 -1.62 2.89
C 1.33 -3.05 3.09
C 2.56 -3.75 2.50
N 2.82 -3.56 1.08
H 4.65 -2.57 1.20
H 3.98 -2.77 -0.41
H 2.14 -1.08 0.48
H 3.59 -0.59 -0.34
H 3.12 0.67 1.68
H 4.19 0.01 3.67
H 4.18 -1.63 3.09
H 1.84 0.16 3.79
H 2.37 -1.27 4.69
H 0.38 -1.24 3.00
H 0.45 -3.47 2.60
H 1.28 -3.33 4.16
H 2.42 -4.82 2.69
H 3.46 -3.46 3.05
H 1.96 -3.59 0.54
O 1.15 -0.72 -2.11
C 0.91 -0.54 -3.42
C 0.68 1.01 -3.78
C 0.76 1.83 -2.53
C 2.02 2.20 -2.06
C 2.11 2.92 -0.89
C 0.95 3.24 -0.21
C -0.26 2.81 -0.73
C -1.52 3.12 0.04
C -2.19 1.91 0.75
O -1.21 1.07 1.30
C -3.13 2.44 1.84
C -3.14 1.86 3.10
C -4.00 2.31 4.09
C -4.88 3.35 3.84
C -4.89 3.94 2.58
C -4.03 3.48 1.59
C -3.09 1.05 -0.14
C -3.67 1.49 -1.32
C -4.63 0.73 -1.97
C -5.01 -0.51 -1.46
C -4.40 -0.98 -0.30
C -3.47 -0.20 0.36
N -0.36 2.13 -1.88
C 2.09 -1.01 -4.30
C 3.25 -1.45 -3.66
C 4.35 -1.88 -4.40
C 4.30 -1.87 -5.79
C 3.15 -1.44 -6.43
C 2.06 -1.01 -5.69
C -0.34 -1.37 -3.79
C -0.21 -2.72 -4.11
C -1.32 -3.53 -4.32
C -2.60 -2.99 -4.22
C -2.75 -1.66 -3.87
C -1.63 -0.86 -3.64
H -0.28 1.16 -4.27
H 1.46 1.33 -4.47
H 2.90 1.90 -2.61
H 3.08 3.21 -0.49
H 0.99 3.78 0.73
H -2.24 3.62 -0.62
H -1.26 3.83 0.82
H -2.44 1.06 3.31
H -3.98 1.84 5.07
H -5.55 3.71 4.61
H -5.57 4.75 2.36
H -4.06 3.94 0.61
H -3.36 2.43 -1.76
H -5.06 1.09 -2.90
H -5.74 -1.11 -1.98
H -4.66 -1.96 0.09
H -3.03 -0.57 1.27
H 3.24 -1.45 -2.58
H 5.24 -2.22 -3.89
H 5.16 -2.21 -6.36
H 3.11 -1.43 -7.51
H 1.16 -0.68 -6.19
H 0.78 -3.15 -4.19
H -1.19 -4.58 -4.56
H -3.47 -3.62 -4.38
H -3.73 -1.24 -3.76
H -1.77 0.16 -3.31
C -0.91 4.20 3.85
C 0.41 3.66 3.39
C 1.64 4.31 3.46
C 2.55 3.37 2.96
N 1.90 2.27 2.60
N 0.58 2.44 2.86
C 4.04 3.45 2.82
H -0.76 5.16 4.34
H -1.39 3.52 4.56
H -1.62 4.35 3.03
H 1.84 5.30 3.85
H -0.58 1.59 1.89
H 4.35 4.38 2.35
H 4.39 2.61 2.22
H 4.54 3.39 3.80
F -2.87 -6.15 -0.70
C -3.08 -4.96 -0.12
F -4.30 -5.00 0.45
F -3.13 -4.04 -1.10
S -1.78 -4.54 1.11
O -1.83 -5.65 2.03
O -2.21 -3.25 1.62
O -0.59 -4.44 0.28
*
```

Properties
Relative energy (zero: lowest compared OMol25 entry of this formula, charge and spin) = 36.0 kJ/mol